Formula: C36H73ClN8
Source: the Open Molecules 2025 dataset
Level of theory: ωB97M-V/def2-TZVPD

```
118
Properties=species:S:1:pos:R:3:forces:R:3
C 4.400 3.271 0.514 -0.87 -0.38 0.85
C 4.879 3.107 -0.893 -0.06 0.85 -0.98
C 5.204 1.720 -1.317 0.40 -2.02 -0.79
C 4.007 0.825 -1.901 0.27 -0.02 0.78
N 4.358 -0.586 -2.382 1.99 -0.24 0.97
C 4.779 -1.518 -1.172 -0.89 0.95 -0.06
C 4.494 -2.885 -1.685 -0.39 -1.02 -0.33
C 3.138 -2.712 -2.419 0.74 -0.36 -0.15
C 3.180 -1.295 -3.030 0.12 -0.59 0.85
C 5.532 -0.489 -3.343 -0.77 0.33 -0.32
H 4.684 4.197 1.014 -0.43 0.22 -0.42
H 4.733 2.511 1.221 0.66 -0.33 -0.31
H 3.329 3.072 0.513 -0.35 0.64 0.26
H 5.732 3.741 -1.134 0.27 -0.13 0.46
H 4.191 3.429 -1.675 -0.67 0.60 0.40
H 5.717 1.217 -0.498 -0.24 -0.43 0.12
H 6.006 1.883 -2.037 -0.29 -0.57 -0.55
H 3.450 1.289 -2.716 0.48 0.29 -0.27
H 3.219 0.578 -1.189 0.08 0.54 0.52
H 5.748 -1.279 -0.732 0.23 0.02 -0.80
H 4.080 -1.335 -0.356 -0.35 0.42 -0.20
H 5.282 -3.312 -2.305 -0.02 0.17 -0.11
H 4.320 -3.588 -0.872 0.34 0.06 0.09
H 3.006 -3.449 -3.210 0.10 -0.05 0.04
H 2.355 -2.913 -1.688 -0.24 0.65 -0.14
H 3.395 -1.389 -4.095 -0.18 0.42 0.04
H 2.266 -0.754 -2.784 0.12 0.20 -0.21
H 5.141 0.125 -4.155 0.34 0.25 -0.03
H 5.822 -1.432 -3.806 -0.14 -0.20 0.55
H 6.370 0.004 -2.850 -0.17 -0.25 -0.12
C 0.095 -4.634 1.805 -0.80 -0.96 0.46
C -1.242 -5.229 1.314 -0.11 1.25 1.26
C -2.422 -4.324 1.766 0.25 1.85 -0.96
C -2.153 -2.756 1.432 -1.58 -1.76 -0.20
N -3.401 -1.856 1.560 0.20 0.04 0.09
C -2.876 -0.388 1.443 -1.95 -0.16 0.14
C -3.978 0.456 2.183 1.07 -0.16 -0.78
C -4.614 -0.452 3.234 0.01 -1.06 0.13
C -4.018 -1.854 2.996 1.02 0.21 -1.87
C -4.472 -2.256 0.509 1.41 1.51 0.63
H 0.786 -5.467 1.938 0.42 0.38 -0.27
H -0.085 -4.221 2.797 0.27 0.19 0.13
H 0.443 -3.857 1.125 0.26 -0.10 0.08
H -1.511 -6.148 1.835 0.61 -0.39 -0.45
H -1.135 -5.361 0.237 -0.69 -0.18 0.02
H -2.660 -4.390 2.828 0.52 -0.25 0.16
H -3.312 -4.721 1.278 -0.19 0.47 -0.27
H -1.876 -2.683 0.381 0.19 0.15 0.03
H -1.384 -2.272 2.034 -0.03 -0.42 0.08
H -2.769 -0.099 0.398 0.01 -0.27 -0.03
H -1.888 -0.304 1.896 -0.13 -0.34 0.13
H -4.712 0.772 1.442 -0.12 -0.04 0.11
H -3.521 1.373 2.554 -0.07 -0.06 0.23
H -5.700 -0.456 3.142 0.08 -0.05 0.02
H -4.384 -0.272 4.284 -0.03 0.66 -0.13
H -4.724 -2.685 3.032 0.35 0.00 0.48
H -3.068 -1.969 3.518 -0.60 -0.38 0.92
H -3.923 -2.262 -0.433 -0.37 -0.14 -0.09
H -5.175 -1.424 0.537 -0.26 -0.33 -0.22
H -4.944 -3.216 0.719 0.26 0.21 0.21
C -0.448 2.105 7.341 -0.44 -0.74 -0.40
C -1.100 1.422 6.049 1.17 1.14 1.83
N -0.010 1.124 5.079 1.18 -1.91 -0.96
C 0.333 1.957 4.028 0.46 -1.66 -1.87
C 1.099 1.230 3.120 0.17 -0.82 1.63
N 1.371 -0.030 3.701 -3.16 2.27 2.92
C 0.697 -0.068 4.916 -0.47 1.85 -2.23
C 2.102 -1.126 3.175 1.87 -0.64 -1.46
H -1.162 2.290 8.143 -0.36 0.12 -0.38
H 0.034 3.045 7.073 -0.20 0.01 -0.17
H 0.316 1.511 7.843 0.04 -0.40 -0.44
H -1.786 2.152 5.620 0.34 0.04 -0.40
H -1.728 0.547 6.220 0.57 -0.24 0.24
H -0.093 2.922 3.795 -0.06 -0.05 0.64
H 1.463 1.421 2.122 -0.02 0.24 0.08
H 0.649 -0.989 5.478 -0.14 0.36 0.42
H 2.154 -1.017 2.092 -0.44 0.01 -0.12
H 1.740 -2.131 3.393 -0.43 0.37 0.34
H 3.151 -1.072 3.467 -0.03 0.00 0.42
C 0.906 -2.977 -8.051 -0.08 0.53 0.52
C 1.479 -2.825 -6.629 0.50 -0.99 0.03
N 0.721 -1.973 -5.690 -0.30 3.66 1.30
C -0.144 -2.412 -4.724 -0.36 0.18 0.56
C -0.518 -1.369 -3.881 0.40 -0.22 -1.71
N 0.090 -0.221 -4.369 1.45 -2.29 -2.32
C 0.864 -0.602 -5.487 -1.08 -1.35 2.21
C 0.015 1.101 -3.781 -0.15 1.44 -0.67
H 0.928 -2.031 -8.591 -0.08 0.03 0.07
H -0.123 -3.330 -7.987 0.00 0.04 -0.06
H 1.464 -3.693 -8.655 0.16 -0.04 0.35
H 2.529 -2.543 -6.554 -0.06 0.61 -0.51
H 1.530 -3.784 -6.114 -0.43 -0.24 -0.16
H -0.419 -3.456 -4.736 -0.16 0.13 0.25
H -1.243 -1.321 -3.082 0.26 -0.12 -0.04
H 1.680 0.003 -5.854 -0.36 0.06 -0.46
H -0.514 1.822 -4.404 -0.61 -0.52 -0.44
H 0.984 1.601 -3.798 0.31 -0.55 0.79
H -0.503 1.102 -2.822 0.67 -0.39 0.08
C -1.187 2.979 0.907 -0.42 0.21 0.41
C -1.899 3.462 -0.365 1.82 0.28 0.34
N -3.212 3.996 -0.113 -1.67 2.37 1.44
C -4.406 3.400 -0.428 -1.43 1.36 1.70
C -5.437 4.170 0.187 2.43 -0.18 -1.41
N -4.818 5.308 0.688 1.23 -1.34 0.66
C -3.463 5.189 0.608 -1.71 -2.41 -1.44
C -5.625 6.324 1.398 -0.17 -0.19 0.38
H -1.502 3.566 1.770 0.04 0.38 -0.03
H -0.110 3.108 0.792 -0.09 -0.34 -0.03
H -1.437 1.956 1.188 0.26 -0.11 -0.39
H -1.854 2.657 -1.098 -0.70 0.16 -0.09
H -1.314 4.287 -0.773 0.03 -0.07 -0.15
H -4.388 2.496 -1.018 -0.36 0.10 0.14
H -6.503 4.085 0.336 0.08 -0.26 -0.55
H -2.750 5.791 1.151 0.05 0.12 -0.46
H -5.019 7.131 1.808 0.00 0.00 -0.52
H -6.123 5.855 2.247 0.16 -0.21 0.00
H -6.425 6.639 0.727 0.37 0.40 -0.04
Cl 0.770 0.137 -0.260 -0.15 -0.10 -0.02
```
Forces are in eV/Å.

Properties
E_tot in eV: -62923.540
Gap between HOMO and LUMO in eV: 9.03
Total charge: +4

***

Formula: C36H74BrGaNO17
Source: the Open Molecules 2025 dataset
Level of theory: ωB97M-V/def2-TZVPD

```
130
Properties=species:S:1:pos:R:3:forces:R:3
C 0.295 -2.079 3.921 -0.16 -0.13 -0.01
C 0.082 -3.165 2.869 0.37 0.08 0.11
C -0.020 -2.664 1.413 0.06 0.11 0.18
C -0.526 -1.233 1.229 -0.44 0.04 -0.44
Ga -2.530 -0.995 1.487 0.29 -0.13 0.05
Br -3.452 -0.228 -0.664 0.04 0.16 0.20
C -3.447 -2.772 1.851 0.08 0.28 -0.02
O -4.355 -2.658 2.962 0.25 -0.06 0.15
C -4.940 -3.879 3.325 -0.47 -0.17 -0.15
C -6.077 -4.298 2.375 0.82 0.19 0.29
C -3.001 0.351 2.969 -0.45 -0.25 -0.44
O -3.034 1.762 2.615 0.31 0.40 0.27
N -2.068 1.985 1.653 0.38 -0.64 0.27
O -1.379 2.903 1.926 -0.32 0.50 -0.12
H -0.476 -1.312 3.875 -0.03 0.05 -0.07
H 0.238 -2.520 4.918 0.17 0.01 0.08
H 1.264 -1.599 3.792 0.03 0.10 0.07
H -0.774 -3.772 3.164 -0.19 0.08 -0.15
H 0.952 -3.827 2.926 -0.08 -0.20 0.02
H -0.678 -3.348 0.871 0.05 -0.06 -0.13
H 0.972 -2.751 0.954 0.09 -0.09 0.03
H -0.358 -0.963 0.181 -0.02 0.06 -0.06
H 0.062 -0.515 1.802 0.05 -0.01 0.12
H -2.704 -3.548 2.078 0.04 -0.05 0.12
H -3.960 -3.108 0.951 -0.21 0.01 -0.08
H -5.334 -3.763 4.339 0.00 0.14 0.05
H -4.193 -4.684 3.355 0.17 0.07 0.09
H -6.840 -4.856 2.908 -0.09 -0.09 -0.09
H -5.661 -4.903 1.573 -0.23 -0.01 -0.19
H -6.490 -3.383 1.954 -0.24 -0.05 -0.07
H -3.998 0.106 3.330 -0.10 0.11 -0.01
H -2.318 0.278 3.819 0.11 -0.09 0.00
O -3.715 -3.454 -1.464 -0.07 -0.25 -0.07
C -3.900 -3.556 -2.641 0.04 -0.14 -0.01
O -4.530 -2.554 -3.295 -0.04 0.10 0.10
C -4.598 -2.478 -4.712 -0.01 -0.02 -0.14
C -5.775 -3.254 -5.270 -0.03 -0.08 0.07
C -3.518 -4.807 -3.407 0.29 0.14 -0.12
H -3.653 -2.784 -5.165 -0.01 -0.04 0.01
H -4.719 -1.417 -4.929 0.00 0.02 0.07
H -5.688 -4.320 -5.059 0.04 0.00 -0.04
H -5.842 -3.123 -6.352 0.00 0.02 0.00
H -6.702 -2.904 -4.816 0.00 0.05 -0.02
H -4.342 -5.518 -3.345 -0.03 0.01 0.00
H -2.644 -5.240 -2.928 -0.06 -0.02 0.09
H -3.267 -4.637 -4.451 -0.09 -0.03 0.00
O 0.168 -4.464 -4.323 0.02 0.02 -0.04
C 0.883 -3.887 -3.544 0.09 -0.14 0.09
O 1.603 -2.841 -3.986 -0.11 0.12 -0.14
C 2.330 -1.967 -3.106 0.15 0.08 0.15
C 3.724 -2.479 -2.817 0.04 -0.16 -0.13
C 1.055 -4.350 -2.118 -0.32 0.24 0.15
H 1.764 -1.774 -2.195 -0.01 -0.05 0.01
H 2.389 -1.021 -3.642 -0.06 -0.03 -0.07
H 3.703 -3.434 -2.290 -0.04 0.03 0.06
H 4.270 -1.762 -2.208 -0.01 0.00 0.04
H 4.263 -2.634 -3.755 -0.01 0.03 -0.01
H 1.840 -5.105 -2.081 0.04 0.03 -0.01
H 0.119 -4.798 -1.794 0.02 -0.10 -0.07
H 1.285 -3.549 -1.420 0.12 -0.05 0.00
O 4.196 -0.196 -0.443 0.03 0.00 -0.01
C 4.472 0.805 -1.047 -0.06 0.17 0.19
O 5.533 0.767 -1.882 0.04 -0.17 -0.13
C 5.833 1.814 -2.813 0.14 0.18 0.00
C 6.684 2.899 -2.184 -0.06 -0.01 0.18
C 3.720 2.099 -0.859 -0.24 -0.06 -0.28
H 4.924 2.208 -3.262 -0.02 0.00 0.03
H 6.382 1.326 -3.612 -0.03 -0.07 0.01
H 6.160 3.399 -1.368 -0.04 0.04 -0.04
H 6.952 3.648 -2.931 0.00 -0.01 -0.02
H 7.597 2.469 -1.771 0.02 -0.01 -0.05
H 4.155 2.654 -0.028 0.00 -0.02 0.03
H 2.690 1.858 -0.609 0.05 -0.05 0.17
H 3.704 2.729 -1.746 0.12 0.05 0.06
O 3.256 3.468 2.702 0.21 0.03 0.18
C 2.512 4.200 3.294 -0.40 -0.07 -0.37
O 2.482 4.151 4.644 0.35 0.00 0.06
C 1.769 5.103 5.433 -0.23 0.03 0.11
C 0.317 4.710 5.617 -0.02 -0.05 -0.11
C 1.548 5.104 2.563 0.22 0.36 0.00
H 1.874 6.107 5.018 -0.02 -0.02 -0.05
H 2.279 5.107 6.396 0.05 -0.06 -0.03
H -0.217 4.684 4.668 -0.01 0.04 0.00
H -0.188 5.418 6.277 0.02 0.00 0.01
H 0.251 3.715 6.054 0.02 0.01 0.04
H 0.635 4.547 2.348 0.00 -0.02 0.03
H 2.008 5.403 1.624 -0.01 -0.17 -0.07
H 1.300 6.018 3.098 -0.15 -0.09 0.07
O 2.630 8.424 0.178 0.05 -0.13 -0.06
C 3.632 8.524 0.827 -0.09 0.22 0.33
O 4.500 7.496 0.870 -0.07 -0.20 -0.33
C 5.806 7.582 1.439 0.14 0.02 0.19
C 5.792 7.308 2.928 -0.18 0.02 0.09
C 3.899 9.747 1.678 0.25 0.18 -0.26
H 6.270 8.541 1.198 -0.05 0.03 0.03
H 6.388 6.816 0.929 -0.09 -0.03 -0.06
H 5.203 8.052 3.466 0.05 0.05 -0.01
H 6.805 7.316 3.331 0.02 -0.01 -0.03
H 5.346 6.332 3.125 0.05 -0.04 -0.04
H 3.428 9.608 2.650 0.01 -0.02 0.02
H 3.445 10.603 1.186 -0.15 -0.06 0.04
H 4.955 9.971 1.819 -0.01 -0.09 0.12
O 5.128 1.337 -5.955 0.05 0.02 -0.04
C 5.763 0.429 -6.416 -0.02 0.05 -0.14
O 6.727 -0.132 -5.656 -0.04 0.00 0.16
C 7.393 -1.347 -6.008 0.13 -0.13 -0.07
C 8.586 -1.101 -6.909 -0.03 0.13 -0.06
C 5.566 -0.047 -7.836 -0.22 -0.26 0.08
H 6.691 -2.061 -6.438 -0.02 0.04 -0.03
H 7.724 -1.767 -5.060 -0.04 0.06 0.05
H 8.285 -0.668 -7.864 -0.02 -0.06 -0.02
H 9.112 -2.036 -7.106 0.00 -0.01 0.02
H 9.276 -0.403 -6.435 0.02 -0.04 0.04
H 6.191 0.555 -8.495 0.03 0.00 0.00
H 4.524 0.111 -8.101 0.02 0.14 0.01
H 5.791 -1.099 -7.989 0.12 0.04 -0.02
O -9.141 -4.855 2.368 -0.25 -0.13 0.04
C -9.749 -4.020 2.973 -0.09 0.05 -0.12
O -9.727 -4.054 4.326 0.15 -0.07 0.05
C -10.224 -2.989 5.135 -0.10 0.11 0.08
C -11.711 -3.116 5.394 -0.05 -0.07 -0.10
C -10.590 -2.977 2.272 0.24 0.25 0.01
H -9.962 -2.022 4.705 -0.02 -0.01 -0.04
H -9.676 -3.072 6.073 0.04 -0.06 -0.03
H -12.286 -3.048 4.471 0.01 0.06 0.00
H -12.049 -2.328 6.068 0.01 0.00 0.01
H -11.932 -4.083 5.847 0.02 0.01 0.04
H -11.584 -3.388 2.100 -0.02 0.00 0.02
H -10.126 -2.765 1.313 -0.02 -0.13 -0.04
H -10.678 -2.037 2.811 -0.10 -0.06 0.05
```
Forces are in eV/Å.

Properties
E_tot in eV: -197247.472
Gap between HOMO and LUMO in eV: 6.40
Total charge: -1

***

E_tot of number 1 (C36H73ClN8)? -62923.540 eV

***

Look up the total charge of the first one. +4

***

The lowest total charge belongs to which entry? C36H74BrGaNO17

***

The highest gap between HOMO and LUMO belongs to which entry? C36H73ClN8